A cluster of 2 separate species, CHO2 in total at a distorted geometry. Source: the Open Molecules 2025 dataset; level of theory: ωB97M-V/def2-TZVPD.

The geometry in XYZ format:
```
4
Properties=species:S:1:pos:R:3:mulliken_charge:R:1
C 1.76791 -0.35042 0.02590 0.12
O -0.11659 1.02732 -2.25510 -1.10
O 0.91129 -0.20540 0.78811 -0.15
H 0.19947 1.07666 -3.09584 0.13
```

Output
lowest unoccupied orbital energy	0.1619	Eh
total charge	-1
ΔE to the lowest compared entry with this formula, charge and spin	54.43	kcal per mole

A structure of composition C29H38N4O7P4Re. Source: the Open Molecules 2025 dataset; level of theory: ωB97M-V/def2-TZVPD.

The geometry in XYZ format:
```
83
Properties=species:S:1:pos:R:3:mulliken_charge:R:1
Re -0.73370 -0.19823 -0.77854 3.88
N -1.04194 -1.24337 1.07555 -0.50
C -1.87854 -0.42369 1.97827 -0.85
C -1.13380 0.86856 2.17143 -0.38
N -0.70675 1.40424 0.83720 -0.27
C -1.42936 2.64598 0.41308 -0.07
C -2.47960 2.27415 -0.59266 -1.09
N -1.76957 1.50818 -1.64133 -0.81
H -1.56240 -2.06815 0.77736 0.47
H -0.20953 -1.58049 1.55526 -0.10
H -2.06556 -0.92956 2.92533 0.68
H -2.82918 -0.26715 1.47108 0.20
H -0.22707 0.68760 2.75411 0.19
H -1.72904 1.60401 2.70963 0.48
H 0.25851 1.69624 0.95931 -0.28
H -0.69429 3.30259 -0.05745 0.08
H -1.83993 3.16496 1.27742 0.52
H -2.97364 3.15056 -1.01088 0.64
H -3.23376 1.61028 -0.17060 0.28
H -1.16159 2.13429 -2.17044 0.13
H -2.47025 1.12805 -2.28117 0.40
O -0.78890 -0.62445 -3.00704 -0.71
P -0.88836 -2.29849 -2.72878 0.88
O -0.21877 -3.12214 -3.71021 -0.76
O -0.35495 -2.17285 -1.29147 -0.22
O -2.45663 -2.49609 -2.66323 -0.45
P -3.55405 -1.49364 -1.96924 0.79
O -3.64059 -0.33906 -3.11809 -0.59
O -4.80457 -2.17949 -1.71686 -0.69
O -2.79601 -0.78046 -0.85172 -0.60
H -1.47553 -0.31294 -3.62080 0.39
H -4.40078 -0.46274 -3.70125 0.33
C 4.18930 0.75368 -0.23980 -1.18
N 2.80848 0.31632 0.08122 1.00
P 2.42393 -0.18580 1.60540 0.70
C 3.65855 0.26436 2.80259 0.00
C 4.65564 -0.65201 3.15565 -0.42
C 5.61919 -0.28040 4.07756 -0.79
C 5.58065 0.98502 4.65334 -0.48
C 4.58348 1.89063 4.31237 -0.84
C 3.61914 1.53437 3.38428 -0.10
C 2.01658 -1.91071 1.75212 -0.40
C 1.59772 -2.36239 3.01396 -0.18
C 1.20680 -3.68089 3.16840 -0.71
C 1.21907 -4.54107 2.07227 -0.52
C 1.63254 -4.09190 0.82351 -0.64
C 2.03008 -2.77548 0.65615 -0.29
P 1.55351 0.42712 -1.17017 1.60
C 2.45751 -0.26218 -2.58142 0.94
C 2.38726 -1.63159 -2.84260 -0.88
C 3.10659 -2.18778 -3.88948 -1.30
C 3.91395 -1.38548 -4.67981 -0.67
C 4.00136 -0.02199 -4.42370 -0.81
C 3.27961 0.53862 -3.38420 -0.66
C 1.56903 2.23172 -1.44723 0.83
C 1.94582 3.14302 -0.46448 -0.92
C 1.75365 4.50819 -0.65457 -0.60
C 1.18042 4.97480 -1.82796 -0.85
C 0.80799 4.07338 -2.82062 -0.35
C 0.99882 2.71181 -2.63180 -1.59
H 4.76336 -0.09195 -0.61847 0.19
H 4.67257 1.15337 0.64875 0.50
H 4.15748 1.53038 -0.99687 0.47
H 4.67517 -1.64148 2.71505 0.50
H 6.39958 -0.97760 4.35163 0.44
H 6.33328 1.26478 5.37895 0.43
H 4.55614 2.86874 4.77348 0.44
H 2.83790 2.23791 3.11793 0.34
H 1.59616 -1.68978 3.86569 0.50
H 0.89559 -4.04226 4.13926 0.47
H 0.91023 -5.57072 2.19658 0.46
H 1.64764 -4.76887 -0.02046 0.53
H 2.36306 -2.42492 -0.31115 0.50
H 1.74940 -2.27217 -2.25313 0.34
H 3.01192 -3.24543 -4.09655 0.50
H 4.46898 -1.81828 -5.50181 0.44
H 4.62886 0.60830 -5.04017 0.47
H 3.35538 1.60394 -3.21355 0.36
H 2.41724 2.80297 0.45319 0.12
H 2.06603 5.20677 0.11130 0.50
H 1.03905 6.03713 -1.97983 0.44
H 0.38507 4.43360 -3.74992 0.52
H 0.72889 2.01609 -3.42153 0.67
```

Output
⟨S²⟩	0.76
lowest unoccupied orbital energy (alpha / beta)	-0.1925 / -0.3032	Eh
total charge	+2
2S+1	2
ΔE to the lowest compared entry with this formula, charge and spin	40.12	kcal per mole

An isolated molecule of C4H6N2O at a distorted geometry. Source: the Open Molecules 2025 dataset; level of theory: ωB97M-V/def2-TZVPD.

The geometry in XYZ format:
```
13
Properties=species:S:1:pos:R:3:mulliken_charge:R:1
N -2.21653 0.76056 -0.51876 -0.65
C -1.10958 0.21706 -0.24638 0.57
O -1.06561 -1.11219 -0.01131 -0.38
C 0.29897 -1.52930 -0.04517 -0.35
C 1.14582 -0.40504 0.54243 -0.38
C 0.55717 0.77720 -0.13133 0.16
N 0.89067 1.98010 -0.33510 -0.60
H -2.28939 1.77817 -0.58690 0.23
H -0.22800 2.41033 -0.16082 0.27
H 0.56314 -1.65401 -1.10180 0.26
H 0.36250 -2.47471 0.48116 0.31
H 0.87067 -0.17110 1.58720 0.20
H 2.22016 -0.57710 0.52678 0.36
```

Output
SMILES	[H]/N=C1/CCO/C1=N/[H]
lowest unoccupied orbital energy	0.0145	Eh
total charge	0
ΔE to the lowest compared entry with this formula, charge and spin	71.19	kcal per mole